No. 1
DFT (ωB97M-V with the def2-TZVPD basis set) results for C3H11NS as an isolated structure.

Results
HOMO-LUMO gap: 0.325 Ha
2S+1: 1
Calculated total energy: -15612.550 eV
Energy above the lowest of the compared OMol25 structures with the same formula, charge and spin: 212.3 kJ/mol

Element x y z (Å)
C: -1.526 1.092 0.082
C: -0.078 0.907 -0.420
C: 0.411 2.171 -1.112
N: 0.807 0.647 0.742
H: -1.808 0.125 0.555
H: -1.502 1.904 0.844
H: -2.220 1.348 -0.711
H: -0.020 0.074 -1.139
H: 0.234 3.080 -0.480
H: -0.087 2.286 -2.095
H: 1.468 2.111 -1.331
H: 1.537 -1.611 0.998
H: 1.687 0.275 0.339
H: 0.405 -0.260 1.124
S: 0.072 -2.317 0.412
H: 1.079 -2.234 -0.465

Atomic forces in eV per Å
1.1 -0.5 0.8
0.0 0.9 -0.1
-0.6 0.6 -0.3
-0.6 -1.8 0.0
-0.2 0.7 -0.2
-0.2 -0.6 -0.4
0.0 0.0 -0.1
-0.2 0.1 0.1
0.1 -0.8 -0.5
0.1 0.1 0.5
0.4 0.0 0.0
-3.5 -1.9 -0.4
-0.3 0.7 0.3
0.6 2.1 -0.1
4.0 0.7 1.4
-0.5 -0.4 -1.1

Results of the Löwdin charge analysis, in e, for atoms 1 through 2: -0.08 -0.57

---

No. 2
DFT (ωB97M-V with the def2-TZVPD basis set) results for a 2-piece molecular cluster, C3H11NS overall.

Results
HOMO-LUMO gap (alpha / beta): 0.425 / 0.246 Ha
2S+1: 2
Calculated total energy: -15606.151 eV
Total charge: +1
Energy above the lowest of the compared OMol25 structures with the same formula, charge and spin: 63.8 kJ/mol

Element x y z (Å)
C: 0.698 1.245 -0.770
N: -0.284 0.195 -1.118
C: -1.607 0.486 -0.539
H: 1.676 1.011 -1.186
H: 0.382 2.220 -1.146
H: 0.782 1.301 0.313
H: 0.161 -1.082 -0.578
H: -0.369 0.192 -2.130
H: -1.537 0.433 0.542
H: -2.339 -0.243 -0.884
H: -1.968 1.478 -0.819
C: 0.908 -1.360 1.781
S: 0.469 -2.305 0.302
H: 1.869 -0.872 1.609
H: 0.146 -0.627 2.030
H: 1.011 -2.074 2.593

Atomic forces in eV per Å
0.1 0.0 0.1
0.4 -0.3 0.2
-0.2 -0.1 -0.2
-0.1 -0.1 0.0
0.0 0.0 0.0
0.0 0.1 0.0
-0.6 1.5 -0.7
0.0 -0.3 -0.1
0.0 0.0 0.2
0.1 -0.1 0.0
0.1 0.0 0.0
0.0 -0.7 -0.1
0.3 -0.2 0.7
0.0 0.1 -0.1
-0.1 0.1 -0.2
0.0 0.1 0.1

Results of the Löwdin charge analysis, in e, for atoms 1 through 2: -0.08 -0.22

---

Short version: max |F| = 4.30; 1.73 eV/A, in the order given.